# 1
{"formula": "C4H3Br", "method": "ωB97M-V/def2-TZVPD", "relative_energy_kcal_mol": 48.2, "charge": 0, "e_tot_ha": -2728.04551, "smiles": "C#CBr.C#C", "gap_ev": 10.590, "e_homo_ev": -9.982, "lumo_ev": 0.608, "elements": ["C", "C", "Br", "H", "C", "C", "H", "H"], "xyz": [[0.77061, 1.62784, -0.69716], [1.58124, 0.91638, -0.16587], [2.92076, 0.15955, 0.82230], [-0.14544, 2.19054, -1.04929], [-1.50941, -1.23345, -0.26251], [-1.20295, -1.12388, 0.89303], [-1.90480, -1.61724, -1.18041], [-0.51000, -0.91973, 1.63991]], "atomic_forces_ev_per_a": [[-1.809, 0.580, -0.298], [0.544, 0.377, 0.395], [-0.623, 0.153, -0.575], [1.922, -1.080, 0.470], [-0.802, -0.921, -0.122], [0.439, 0.230, -1.264], [0.065, 0.439, 0.027], [0.264, 0.221, 1.366]], "mulliken_charge": [0.058, -0.378, -0.014, 0.328, -0.433, -0.247, 0.347, 0.337]}

=====

# 2
{"formula": "C4H3Br", "method": "ωB97M-V/def2-TZVPD", "relative_energy_kcal_mol": 46.1, "charge": 0, "e_tot_ha": -2728.04897, "smiles": "C#CBr.C#C", "gap_ev": 10.594, "e_homo_ev": -10.178, "lumo_ev": 0.416, "elements": ["C", "C", "Br", "H", "C", "C", "H", "H"], "xyz": [[-1.61743, -1.72289, 0.14226], [-2.58148, -1.00438, 0.05793], [-3.80127, 0.42854, -0.01589], [-0.94030, -2.47295, 0.43341], [0.16053, 0.88779, -0.46913], [0.91396, 1.49150, 0.26863], [-0.73710, 0.50260, -0.89428], [1.78650, 1.88621, 0.72018]], "atomic_forces_ev_per_a": [[-1.407, 0.352, 0.287], [-0.514, 1.417, -0.050], [1.194, -1.607, -0.016], [0.565, -0.317, -0.170], [0.252, 1.238, 1.415], [-0.394, -1.167, -1.506], [0.281, -0.166, -0.291], [0.024, 0.250, 0.330]], "mulliken_charge": [0.123, -0.437, -0.012, 0.351, -0.430, -0.279, 0.302, 0.382]}

=====

# 3
{"formula": "C4H3Br2F", "method": "ωB97M-V/def2-TZVPD", "relative_energy_kcal_mol": 104.9, "charge": 0, "e_tot_ha": -5401.86728, "gap_ev": [7.026, 6.876], "e_homo_ev": [-8.249, -8.205], "lumo_ev": [-1.224, -1.329], "elements": ["C", "C", "C", "C", "F", "Br", "Br", "H", "H", "H"], "xyz": [[-0.43339, 0.16243, 0.24864], [0.79794, -0.38723, 0.22947], [1.30660, -1.12866, 1.31338], [3.31725, -2.35123, 0.75500], [0.48419, -1.87689, 2.00975], [3.67539, -3.57993, 2.09622], [4.65315, -1.09462, 0.48895], [-0.73849, 0.90134, -0.47220], [-1.13506, -0.07820, 1.03064], [1.52525, -0.10054, -0.51714]], "atomic_forces_ev_per_a": [[0.336, -0.257, 0.076], [-0.893, 0.451, -0.497], [2.393, -1.330, 0.500], [-2.141, 0.802, -0.014], [-0.308, 0.207, -0.355], [0.160, -0.202, 0.354], [0.483, 0.312, -0.012], [-0.003, 0.094, -0.161], [-0.101, -0.073, 0.121], [0.074, -0.005, -0.013]], "mulliken_charge": [-0.715, 0.044, 0.135, -0.084, -0.148, -0.023, -0.010, 0.269, 0.247, 0.285]}

=====

# 4
{"formula": "C4H3BrCl3NO2", "method": "ωB97M-V/def2-TZVPD", "charge": 0, "e_tot_ha": -4313.82149, "gap_ev": [6.916, 7.530], "e_homo_ev": [-8.750, -8.692], "lumo_ev": [-1.834, -1.162], "elements": ["C", "C", "C", "C", "N", "O", "O", "Cl", "Cl", "Cl", "Br", "H", "H", "H"], "xyz": [[1.19268, 0.55949, 0.03383], [1.04717, 1.82679, -0.48994], [0.22353, -0.09649, 0.80213], [-1.58524, -0.64782, -0.85455], [0.40459, -1.48660, 1.11830], [-0.15455, -1.90850, 2.11593], [1.10949, -2.19195, 0.42781], [2.04272, 2.59164, -1.65345], [-0.07279, 2.88905, 0.16197], [-1.05771, 0.38888, -2.07185], [-3.20761, -0.38322, 0.11821], [1.93724, -0.09545, -0.35878], [-0.57624, 0.37317, 1.54818], [-1.30328, -1.81898, -0.89779]], "atomic_forces_ev_per_a": [[-0.573, 0.570, -0.907], [0.541, -0.973, 0.755], [-2.909, 1.203, 1.442], [1.116, -2.654, 1.322], [0.343, -0.356, 0.912], [-0.532, 0.292, 0.168], [0.466, 0.034, -0.908], [0.317, -0.565, -0.010], [-1.047, 0.663, 0.498], [-0.551, -0.335, -0.064], [0.720, 0.143, -0.652], [0.587, -0.178, -0.391], [2.121, -0.937, -1.940], [-0.599, 3.092, -0.226]], "mulliken_charge": [-0.560, 0.408, -0.446, -0.088, 1.043, -0.588, -0.592, -0.142, -0.122, -0.019, -0.023, 0.351, 0.445, 0.333]}

=====

# 5
{"formula": "C4H3BrClNOS", "method": "ωB97M-V/def2-TZVPD", "relative_energy_kcal_mol": 0.0, "charge": 0, "e_tot_ha": -3716.58225, "smiles": "Clc1nccs1.O=CBr", "gap_ev": 9.935, "e_homo_ev": -9.506, "lumo_ev": 0.429, "elements": ["Cl", "C", "N", "C", "C", "S", "H", "H", "O", "C", "Br", "H"], "xyz": [[1.07442, 2.15359, -1.10754], [-0.26091, 1.30578, -0.35017], [-1.00537, 0.41779, -0.89458], [-1.87895, -0.15224, -0.03025], [-1.81509, 0.42045, 1.22667], [-0.62118, 1.63630, 1.29167], [-2.38010, -1.05111, -0.47431], [-2.27091, -0.10101, 2.05294], [3.25732, -1.18980, -1.33320], [2.30886, -1.21122, -0.61764], [2.29537, -0.64770, 1.26664], [1.29656, -1.58081, -1.03024]], "atomic_forces_ev_per_a": [[-0.844, -0.450, 0.192], [0.253, 0.589, -0.022], [1.151, 0.099, -1.508], [0.361, 0.042, 0.221], [-0.642, -1.887, -0.743], [-0.192, -0.164, 0.221], [0.006, 1.093, 1.209], [-0.113, 0.713, 0.446], [-0.607, 0.204, 1.244], [-0.465, -0.600, -1.777], [0.047, -0.276, -0.639], [1.045, 0.635, 1.156]], "mulliken_charge": [-0.131, 0.546, -0.500, -0.281, -0.281, -0.100, 0.377, 0.372, -0.340, 0.135, -0.125, 0.328]}

=====

# 6
{"formula": "C4H3BrINO2S", "method": "ωB97M-V/def2-TZVPD", "relative_energy_kcal_mol": 53.7, "charge": 0, "e_tot_ha": -3629.14087, "smiles": "O=[N+]([O-])/C(S)=C/C=C(\\Br)I", "gap_ev": 8.349, "e_homo_ev": -9.411, "lumo_ev": -1.062, "elements": ["O", "N", "O", "C", "S", "C", "C", "C", "Br", "I", "H", "H", "H"], "xyz": [[-2.87933, 0.36685, 0.67418], [-1.87485, 0.48048, 1.35129], [-1.89610, 0.64535, 2.52489], [-0.53228, 0.36143, 0.71697], [0.73091, 0.18438, 2.01408], [-0.43545, 0.38051, -0.61151], [0.67386, 0.17668, -1.48637], [1.72806, -0.60998, -1.24724], [2.03597, -2.13382, -0.20987], [3.22150, -0.20513, -2.95661], [-0.14252, -1.09931, 2.43914], [-1.45283, 0.44832, -0.96249], [0.82303, 1.00422, -2.24645]], "atomic_forces_ev_per_a": [[0.142, 0.009, -0.740], [-0.719, -0.171, -1.312], [-0.153, 0.379, 1.902], [1.831, -0.033, 0.961], [-2.666, -2.896, -0.332], [-1.910, -0.766, 1.590], [1.420, 1.635, 0.262], [1.179, 0.116, -2.726], [-0.248, 0.624, -0.366], [-0.737, -0.668, 1.565], [2.404, 2.809, -0.539], [-0.144, 0.360, -0.983], [-0.397, -1.398, 0.718]], "mulliken_charge": [-0.612, 0.944, -0.532, 0.011, -0.162, -0.309, -0.117, -0.089, 0.028, -0.019, 0.216, 0.414, 0.229]}